Below is a molecular structure, C55H54N3O7P2PdSSi in a non-equilibrium geometry, with properties calculated with ωB97M-V/def2-TZVPD.

```
124
Properties=species:S:1:pos:R:3:lowdin_charge:R:1
Pd -0.164 -0.644 0.688 0.5062
S 3.070 2.021 -3.316 0.6521
P -1.909 -0.184 -1.047 1.0825
P 0.947 -1.973 2.409 1.0854
Si -2.061 -1.065 1.950 0.6292
O 1.654 -0.586 -0.721 -0.0860
O 0.257 2.038 -0.059 -0.0118
O 3.383 0.800 -4.020 -0.3113
O 4.028 3.084 -3.503 -0.3019
O 0.706 4.691 3.849 0.0780
O 0.168 0.220 4.033 0.0067
O 2.884 -0.885 1.107 -0.0727
N 2.875 1.818 -1.682 -0.1160
N 0.443 2.464 3.892 0.2150
N 0.227 1.152 1.977 0.0933
C -5.063 -3.356 0.052 -0.0917
C 0.069 -0.493 -2.926 -0.1401
C -2.874 0.740 -2.310 -0.3367
C -0.793 3.785 -4.949 -0.2787
C -5.031 -2.842 -1.234 -0.0846
C 4.935 -2.406 4.681 -0.0994
C -3.211 -1.405 -0.605 -0.3842
C 0.652 3.369 -3.059 -0.0448
C 3.209 2.911 2.183 -0.0766
C -4.187 -2.879 1.011 -0.0937
C -0.490 3.936 -3.601 -0.0187
C 4.234 -1.211 4.657 -0.0769
C 4.409 -3.522 4.052 -0.0891
C -4.383 2.354 -4.007 -0.1024
C 2.020 -4.787 -0.389 -0.0848
C -4.583 2.412 -2.633 -0.0856
C 1.488 2.634 -3.878 -0.2783
C -0.312 -2.562 3.623 -0.3633
C 2.050 -3.718 0.486 -0.1003
C 4.057 1.247 -1.062 -0.2186
C 3.198 -3.447 3.384 -0.0928
C -1.603 4.308 1.215 -0.0715
C 0.396 2.188 1.151 -0.4736
C -0.246 -5.236 0.233 -0.0980
C -3.421 1.503 -4.526 -0.0939
C -2.665 0.707 -3.689 -0.0759
C 0.281 1.193 3.303 -0.5684
C -2.588 -2.529 4.397 -0.1076
C 0.934 -2.559 -3.768 -0.0757
C -0.914 -3.638 5.691 -0.0863
C 0.773 3.552 1.728 -0.2971
C 2.497 -2.248 3.351 -0.3350
C 0.059 -3.257 -2.952 -0.0827
C 1.185 2.438 -5.212 -0.0560
C 0.628 3.645 3.237 -0.4416
C 0.943 -1.173 -3.751 -0.0732
C -0.841 -1.189 -2.130 -0.3781
C -3.135 0.411 2.614 -0.1711
C -3.828 1.622 -1.795 -0.0977
C 0.046 3.010 -5.746 -0.0345
C -2.234 -3.256 5.520 -0.0948
C -0.827 -2.579 -2.130 -0.0776
C 3.025 -1.136 3.995 -0.0836
C -1.648 -2.188 3.439 -0.2970
C -1.977 4.475 -5.555 -0.0576
C -0.229 -4.156 1.095 -0.0960
C 0.932 -3.397 1.254 -0.3296
C -3.263 -1.890 0.702 -0.2811
C 2.261 3.808 1.391 -0.1500
C -4.102 -1.868 -1.564 -0.0849
C 3.990 -0.276 -0.935 -0.0680
C -0.117 4.628 1.079 -0.1729
C 2.739 -0.621 -0.099 -0.6604
C 0.879 -5.565 -0.503 -0.1220
C 0.043 -3.288 4.753 -0.0668
H 0.866 -6.428 -1.154 0.0949
H 0.081 0.589 -2.874 0.0947
H 4.635 -0.331 5.139 0.0996
H -2.730 4.696 -4.802 0.0687
H 4.907 1.545 -1.683 0.1124
H -1.876 4.182 2.262 0.0794
H -3.242 1.162 1.837 0.0007
H 0.411 2.488 4.905 0.1609
H 3.900 -0.718 -1.931 0.1094
H -1.119 -3.918 1.662 0.0874
H -2.198 5.120 0.801 0.0706
H 0.143 4.703 0.023 0.1072
H 4.883 -0.647 -0.431 0.1164
H -1.846 3.394 0.676 0.0614
H 0.101 5.581 1.566 0.1157
H -5.782 -4.121 0.311 0.0966
H -3.978 1.650 -0.721 0.0998
H 2.894 -5.024 -0.979 0.1017
H -3.611 -2.206 4.269 0.0945
H 1.072 -3.577 4.918 0.0959
H -5.722 -3.202 -1.982 0.0972
H -0.196 2.865 -6.790 0.1122
H -1.152 4.507 -2.965 0.1160
H 5.883 -2.469 5.196 0.0938
H -3.262 1.451 -5.594 0.1038
H -1.147 -5.828 0.150 0.1004
H -5.326 3.083 -2.225 0.1003
H -0.624 -4.202 6.567 0.0964
H -2.666 0.873 3.476 0.0165
H 4.175 1.694 -0.071 0.1024
H 1.620 -3.090 -4.416 0.0982
H 2.043 1.275 -1.449 0.0695
H 0.082 -4.337 -2.936 0.0918
H -1.934 0.032 -4.111 0.1011
H 4.239 3.110 1.888 0.0749
H -4.980 2.965 -4.668 0.0987
H 3.124 3.105 3.251 0.0760
H 1.653 -0.624 -4.351 0.0799
H 2.802 -4.328 2.896 0.1077
H 0.885 3.470 -2.012 0.0896
H -4.220 -3.273 2.017 0.0921
H 2.402 3.636 0.320 0.1064
H -2.421 3.862 -6.336 0.0710
H 4.952 -4.458 4.074 0.0970
H 2.485 4.854 1.613 0.1228
H -4.127 0.079 2.901 0.0179
H -1.663 5.417 -6.010 0.0831
H 1.852 1.836 -5.810 0.1147
H -4.069 -1.469 -2.568 0.1050
H 2.945 -3.121 0.582 0.1005
H 2.995 1.856 2.008 0.0661
H -1.508 -3.128 -1.493 0.0987
H -2.977 -3.515 6.263 0.0949
H 2.467 -0.215 3.959 0.0884
```

Calculated values
Frontier orbital gap (alpha / beta) ... 0.2326 / 0.2326 hartree
Strongest force on any atom ... 1.63 eV/Å
Net charge ... -1
Relative energy (zero: lowest compared OMol25 entry of this formula, charge and spin) ... 128.8 kJ/mol